(1)
{"formula": "C3H8NO", "method": "ωB97M-V/def2-TZVPD", "smiles": "CNCC[O-]", "lumo_ev": 4.5, "homo_lumo_gap_ev": 6.6, "energy_ha": -249.006918, "e_homo_ha": -0.079, "e_above_lowest_kj_mol": 209.24, "charge": -1, "elements": ["C", "N", "C", "C", "O", "H", "H", "H", "H", "H", "H", "H", "H"], "positions_angstrom": [[-0.242, -0.728, -1.264], [0.537, -1.200, -0.135], [0.733, -0.121, 0.779], [-0.256, 1.160, 0.603], [-1.652, 0.984, 0.831], [-1.136, -0.220, -0.958], [-0.648, -1.539, -1.788], [0.470, 0.057, -1.734], [-0.109, -2.017, 0.145], [1.661, 0.264, 0.825], [0.566, -0.397, 1.861], [0.066, 1.706, -0.450], [0.010, 2.050, 1.285]], "lowdin_charge": [-0.2080, -0.1575, -0.2798, -0.4905, -0.4442, 0.0353, 0.0425, 0.0957, 0.1213, 0.0305, 0.1071, 0.0811, 0.0665]}



(2)
{"formula": "C3H8NO", "method": "ωB97M-V/def2-TZVPD", "lumo_ev": 4.3, "homo_lumo_gap_ev": 6.5, "energy_ha": -249.001169, "e_homo_ha": -0.079, "e_above_lowest_kj_mol": 224.34, "charge": -1, "elements": ["C", "O", "H", "H", "H", "C", "C", "N", "H", "H", "H", "H", "H"], "positions_angstrom": [[-0.631, 1.652, -1.264], [0.069, 0.590, -1.880], [0.066, 2.168, -0.596], [-0.897, 2.306, -2.133], [-1.544, 1.408, -0.656], [-0.421, -0.565, 1.334], [1.317, -1.768, 0.278], [0.908, -1.171, 1.357], [-0.326, 0.395, 0.682], [-0.662, -0.128, 2.311], [-1.140, -1.079, 0.751], [2.260, -2.385, 0.551], [1.003, -1.421, -0.734]], "lowdin_charge": [-0.4636, -0.4966, 0.0197, 0.0321, 0.0237, -0.1783, -0.1021, -0.1262, 0.0607, 0.0558, 0.0566, 0.0607, 0.0576]}



(3)
{"formula": "C3H8NO", "method": "ωB97M-V/def2-TZVPD", "lumo_ev": [1.0, -1.5], "homo_lumo_gap_ev": [10.6, 8.3], "energy_ha": -248.956135, "multiplicity": 2, "e_homo_ha": [-0.355, -0.360], "e_above_lowest_kj_mol": 156.82, "charge": 0, "elements": ["C", "O", "H", "H", "H", "C", "C", "N", "H", "H", "H", "H", "H"], "positions_angstrom": [[2.017, 1.629, -0.325], [1.014, 1.583, -1.404], [1.700, 2.423, 0.341], [2.857, 1.717, -1.011], [1.973, 0.726, 0.310], [-2.143, -1.580, 1.214], [-1.253, -0.722, 0.579], [-0.068, -1.242, 0.078], [-1.729, -2.604, 1.293], [-2.890, -1.159, 1.917], [-1.437, 0.334, 0.666], [-0.395, -2.007, -0.423], [0.565, 0.634, -1.217]], "lowdin_spin": [-0.0007, 0.0058, 0.0000, 0.0001, -0.0009, 0.3488, 0.0151, 0.5759, 0.0141, 0.0186, 0.0001, 0.0203, 0.0027]}



(4)
{"formula": "C3H8NO", "method": "ωB97M-V/def2-TZVPD", "lumo_ev": -8.8, "homo_lumo_gap_ev": 5.3, "energy_ha": -248.384601, "e_homo_ha": -0.518, "e_above_lowest_kj_mol": 1184.88, "charge": 1, "elements": ["C", "C", "C", "O", "N", "H", "H", "H", "H", "H", "H", "H", "H"], "positions_angstrom": [[0.139, -0.081, 0.024], [-0.246, -1.162, -0.741], [0.895, -0.887, 0.838], [1.599, 1.266, -0.047], [-2.254, 0.454, -0.037], [-0.023, 0.995, -0.408], [-3.198, 0.653, -0.409], [0.366, -1.490, -1.575], [1.895, -1.187, 0.539], [0.640, -1.102, 1.874], [-2.334, 0.729, 0.955], [-1.339, -1.263, -0.863], [1.927, 2.092, -0.446]], "lowdin_charge": [-0.2472, 0.1260, 0.1833, -0.1243, 0.1829, 0.1958, 0.0554, 0.1399, 0.1395, 0.1340, 0.0486, 0.1082, 0.0579]}